{"formula": "C28H79N7O9Ti2", "method": "the ωB97M-V functional and the def2-TZVPD basis", "fmax_ev_per_a": 3.710, "charge": 0, "spin_multiplicity": 7, "e_above_lowest_kcal_mol": 0.0, "gap_ev": [4.666, 8.857], "lumo_ev": [0.44, 0.32], "homo_energy_ev": [-4.23, -8.54], "symbols": ["Ti", "Ti", "O", "H", "O", "H", "C", "C", "C", "O", "C", "N", "H", "H", "H", "H", "H", "H", "H", "H", "H", "H", "H", "C", "C", "C", "O", "C", "N", "H", "H", "H", "H", "H", "H", "H", "H", "H", "H", "H", "C", "C", "C", "O", "C", "N", "H", "H", "H", "H", "H", "H", "H", "H", "H", "H", "H", "C", "C", "C", "O", "C", "N", "H", "H", "H", "H", "H", "H", "H", "H", "H", "H", "H", "C", "C", "C", "O", "C", "N", "H", "H", "H", "H", "H", "H", "H", "H", "H", "H", "H", "C", "C", "C", "O", "C", "N", "H", "H", "H", "H", "H", "H", "H", "H", "H", "H", "H", "C", "C", "C", "O", "C", "N", "H", "H", "H", "H", "H", "H", "H", "H", "H", "H", "H"], "coordinates": [[1.058788, -1.256684, -1.582343], [-0.485792, 0.034066, 0.771137], [-1.299482, -0.896234, -1.152313], [-1.609882, -0.703854, -2.058493], [1.742358, -0.182894, 0.401887], [2.019718, 0.733526, 0.596257], [-0.438602, 0.899896, 4.493727], [-0.611912, 2.250646, 3.765377], [0.482368, 3.253706, 4.312797], [-0.033202, 3.897126, 5.481107], [0.744238, 5.103496, 5.810947], [-0.391312, 2.034516, 2.368077], [-0.405492, 1.003976, 5.578247], [0.470958, 0.349456, 4.253277], [-1.104332, 0.102026, 4.164647], [-1.655402, 2.462446, 3.998537], [0.647708, 4.008946, 3.544427], [1.496728, 2.860306, 4.379207], [0.483908, 5.443956, 6.813157], [0.489938, 5.968366, 5.198217], [1.812558, 4.888256, 5.789377], [-0.465312, 2.867646, 1.801927], [0.462328, 1.503126, 2.273067], [2.091818, -5.394234, -0.858913], [2.509428, -3.934064, -1.056003], [4.067468, -3.786354, -1.528593], [4.866998, -4.193964, -0.470553], [6.196198, -4.595434, -0.865063], [1.690998, -3.433584, -2.136873], [2.585818, -5.762824, 0.040097], [2.350948, -5.994624, -1.730973], [1.042608, -5.519334, -0.591343], [2.573028, -3.314544, -0.161433], [4.217968, -2.741784, -1.801193], [4.339988, -4.343734, -2.424793], [6.800778, -4.578884, 0.041757], [6.644308, -3.837854, -1.508003], [6.294698, -5.557254, -1.368333], [1.883818, -3.820674, -3.049613], [0.729428, -3.706304, -1.991573], [5.173638, 2.910986, 0.389907], [3.903168, 2.170696, 0.075687], [3.298338, 2.672936, -1.226353], [2.731138, 3.967606, -0.881693], [2.261608, 4.677316, -2.058453], [4.200368, 0.774066, -0.054563], [5.878388, 2.941836, -0.441043], [5.607938, 2.557126, 1.324927], [5.014818, 3.966146, 0.612427], [3.204048, 2.366766, 0.888627], [2.477178, 2.064216, -1.604833], [3.992368, 2.837896, -2.050503], [1.228338, 4.427056, -2.298913], [2.857948, 4.684846, -2.970823], [2.147168, 5.728976, -1.795763], [4.653198, 0.461106, 0.792257], [3.339858, 0.322276, 0.220207], [-2.235742, -5.094934, -3.596643], [-2.167182, -3.695624, -3.075943], [-3.510962, -3.117584, -2.554233], [-3.964522, -4.060104, -1.567013], [-5.233592, -3.604694, -1.073873], [-1.236162, -3.705534, -1.945113], [-2.993132, -5.046014, -4.379003], [-2.739992, -5.874504, -3.025593], [-1.377892, -5.507754, -4.127463], [-1.642962, -3.015024, -3.746833], [-4.254872, -3.097704, -3.350663], [-3.148292, -2.138364, -2.241663], [-6.013302, -3.692364, -1.830493], [-5.211802, -2.532994, -0.876173], [-5.566252, -4.138974, -0.183943], [-1.334892, -2.828184, -1.454603], [-1.715312, -4.281584, -1.267853], [0.478398, -2.674674, 2.564447], [1.848058, -2.800344, 3.220237], [2.297348, -4.256894, 3.390197], [1.591138, -4.831184, 4.534907], [2.432648, -4.692624, 5.735177], [2.820158, -2.177124, 2.268087], [0.278358, -1.647804, 2.258457], [-0.163462, -2.963654, 3.396667], [0.277838, -3.326324, 1.714027], [1.768718, -2.265184, 4.166497], [3.366808, -4.330274, 3.587617], [1.903988, -4.745734, 2.498907], [1.798728, -4.969034, 6.577697], [2.676458, -3.640744, 5.884227], [3.237558, -5.418504, 5.850577], [3.306868, -2.840654, 1.682487], [2.327868, -1.548034, 1.650027], [-4.310042, 2.088516, -0.789203], [-3.252972, 1.661106, 0.296017], [-3.586612, 0.185166, 0.808387], [-2.691452, -0.204564, 1.770627], [-2.876142, -1.505804, 2.405657], [-1.967752, 1.603786, -0.371763], [-4.075692, 1.621006, -1.745563], [-4.127142, 3.111186, -1.119033], [-5.320512, 2.058866, -0.381553], [-3.197582, 2.332056, 1.153257], [-3.477112, -0.570064, 0.030097], [-4.580272, 0.181856, 1.256417], [-2.240842, -1.523434, 3.291197], [-2.498342, -2.249754, 1.704307], [-3.857952, -1.856904, 2.723267], [-1.847592, 0.695146, -0.796073], [-1.929772, 2.348966, -1.052473], [-4.384402, 7.012806, -4.341283], [-2.973442, 6.545366, -4.160153], [-2.902142, 5.311416, -3.266163], [-1.550032, 4.843846, -3.252073], [-1.472382, 3.454046, -3.365073], [-2.558882, 6.237336, -5.538373], [-4.933172, 6.411946, -5.066493], [-4.582902, 7.873676, -4.979723], [-4.981052, 7.201606, -3.448843], [-2.462352, 7.368866, -3.661423], [-3.635172, 4.609206, -3.663233], [-3.198322, 5.508626, -2.235883], [-1.473332, 3.262396, -4.438093], [-2.230922, 2.830986, -2.891253], [-0.466242, 3.205226, -3.027623], [-1.595622, 5.965006, -5.403943], [-2.929102, 5.298996, -5.589063]], "forces_ev_per_a": [[-0.42, 0.77, 0.64], [0.01, 0.77, 0.08], [0.88, -0.65, -0.70], [0.42, 0.04, 0.58], [-1.66, 0.06, -0.36], [-0.85, -0.59, -0.24], [0.62, -0.73, -0.15], [1.65, -1.33, 1.60], [-2.08, 0.99, -0.49], [1.47, 1.06, 0.22], [-0.82, -0.95, 0.26], [-0.78, -0.76, -0.41], [-0.42, 0.10, -0.02], [0.86, 0.64, -0.22], [-0.94, 0.53, 0.23], [0.17, 1.13, -0.20], [-0.41, 0.40, -0.34], [-0.04, -0.82, 0.74], [-0.09, -0.52, 0.16], [0.06, -0.28, -0.66], [0.04, 0.04, -0.15], [0.42, -0.14, -0.16], [0.72, 0.42, -0.40], [0.76, 0.27, 1.68], [2.74, -1.57, -1.95], [-1.92, -0.27, 0.12], [1.16, -0.75, 0.27], [-0.14, 1.13, 0.60], [-0.50, 2.13, 0.11], [0.44, -0.44, -0.18], [-0.05, 0.00, 0.06], [-0.23, 0.32, -0.47], [-1.02, -0.01, 0.06], [0.09, 0.41, 0.20], [-0.50, -0.46, -0.26], [-0.14, -0.29, 0.03], [-0.08, 0.14, -0.23], [-0.55, -0.18, 0.07], [0.68, 0.01, -0.04], [-0.83, -0.32, 0.16], [0.28, 1.38, 0.54], [0.86, 0.55, -0.79], [-1.17, 1.48, 0.53], [0.13, 0.39, -1.90], [-0.71, 0.60, 1.29], [0.05, -1.11, 0.61], [0.14, -0.61, 0.08], [0.34, -0.45, -0.23], [-0.47, 0.16, -0.14], [-0.45, 0.25, 0.13], [0.02, -0.50, 0.10], [0.48, -0.35, 0.16], [-0.01, -0.66, -0.18], [0.47, -0.67, 0.22], [0.36, 0.10, 0.35], [1.28, 0.27, 0.19], [0.00, -0.85, -1.36], [-1.72, -0.61, -2.17], [0.86, -0.11, 1.29], [1.38, -1.88, -1.27], [-0.74, 1.52, 0.35], [0.06, 0.21, -0.33], [-0.24, -0.52, 1.06], [-0.10, 0.08, -0.68], [0.62, 0.30, 1.00], [0.36, 0.29, 0.52], [-0.73, 0.04, -0.75], [-0.12, 0.44, -0.10], [-1.09, 0.24, 0.82], [-0.05, -0.38, -0.28], [0.26, 0.13, 0.40], [0.44, -0.15, -0.07], [0.32, 0.96, -0.02], [0.24, -0.82, 0.34], [-0.30, -0.86, 1.38], [1.13, 0.24, -2.69], [-1.85, 0.58, 1.55], [1.90, -0.01, 0.53], [-2.14, -0.24, -0.17], [0.08, 0.12, 1.13], [-0.06, 0.23, 0.28], [-0.92, 0.13, -0.33], [0.33, -0.16, -0.05], [0.54, 0.05, 0.14], [0.07, -0.07, -0.56], [0.62, -0.53, -0.01], [-0.38, 0.16, -0.05], [0.59, -0.12, -0.12], [0.48, 0.30, -0.85], [0.10, -0.31, 0.24], [0.11, 0.37, -0.16], [0.87, 0.63, 1.09], [-0.93, -1.81, -1.13], [-0.88, 1.19, -0.75], [1.40, -0.63, 2.45], [0.95, 0.12, -0.75], [0.33, 0.68, 1.09], [-0.68, -1.05, 0.27], [0.04, 0.54, 0.64], [-0.16, -0.35, -0.58], [-0.29, 0.04, 0.05], [-0.59, 0.30, -0.79], [-0.41, 0.01, -0.28], [0.03, 0.19, -0.19], [0.06, -0.19, -0.05], [-0.56, 0.92, -0.28], [-0.11, -0.27, -0.97], [0.55, -0.15, 0.07], [-2.07, 0.52, -0.53], [-1.22, 0.82, 0.15], [0.39, 0.76, 0.04], [-1.39, 0.42, 0.64], [1.44, -0.16, -1.18], [1.18, -0.40, 1.17], [-0.18, -1.34, 0.64], [1.26, 0.96, 0.40], [0.06, -0.38, 0.17], [0.75, -0.06, -0.46], [0.21, -0.59, -0.18], [-0.14, 0.25, 0.13], [-0.22, -0.67, -0.20], [-0.16, 0.40, 0.23], [-0.16, -0.44, 0.24], [0.87, 0.31, -0.49], [-0.64, -0.40, -0.94]], "lowdin_charge": [0.6640, 0.5498, -0.5200, -0.0154, -0.5115, -0.0358, -0.0562, -0.3769, -0.1936, -0.1890, -0.0798, 0.0082, 0.0865, 0.0680, 0.0505, 0.1426, 0.1062, 0.1249, 0.0783, 0.0802, 0.0828, 0.0923, 0.0408, -0.0476, -0.3765, -0.1977, -0.1899, -0.0805, -0.0585, 0.0703, 0.0869, 0.0724, 0.1010, 0.1163, 0.1174, 0.0871, 0.0851, 0.0860, 0.0963, 0.0084, -0.0654, -0.4755, -0.1694, -0.1967, -0.0922, 0.0418, 0.0849, 0.0773, 0.0745, 0.1320, 0.1014, 0.1230, 0.0561, 0.0868, 0.0800, 0.0762, -0.0173, -0.0699, -0.4085, -0.1781, -0.1830, -0.0941, 0.0176, 0.0738, 0.0827, 0.0790, 0.1367, 0.1265, 0.0974, 0.0822, 0.0744, 0.0883, 0.0110, 0.0800, -0.0781, -0.3958, -0.1712, -0.2001, -0.0890, 0.0556, 0.0153, 0.0830, 0.0826, 0.1248, 0.1211, 0.1157, 0.0771, 0.0831, 0.0822, 0.0423, -0.0026, -0.0432, -0.3401, -0.2088, -0.2675, -0.0468, -0.0058, 0.0748, 0.0543, 0.0769, 0.1314, 0.1103, 0.1282, 0.0684, 0.0860, 0.0933, -0.0150, 0.0530, -0.1018, -0.4400, -0.2041, -0.1842, -0.1161, 0.0554, 0.0758, 0.0772, 0.0797, 0.1432, 0.1233, 0.1255, 0.0934, 0.0630, 0.0797, 0.0646, 0.0633]}